# 1
Entry from the Open Molecules 2025 dataset: C42H64BrN7ORuSi as an isolated structure (the ωB97M-V functional and the def2-TZVPD basis).

```
117
C42H64BrN7ORuSi the ωB97M-V functional and the def2-TZVPD basis
Ru 0.340 -0.856 0.321
C -1.351 3.992 -2.139
C -2.024 4.183 -0.778
C -3.504 3.764 -0.768
C -1.215 3.768 0.475
C -1.357 4.714 1.503
C -0.515 4.797 2.597
C 0.565 3.927 2.633
C 0.732 2.926 1.686
C 2.042 2.152 1.769
C 2.414 1.676 3.190
C 3.161 3.058 1.235
C -0.232 2.723 0.637
N -0.189 1.535 -0.098
C -1.287 1.145 -0.769
C -1.332 0.114 -1.733
N -0.376 -0.773 -1.910
C -0.275 -1.468 -3.167
C -0.745 -2.780 -3.421
C -0.511 -3.314 -4.694
C 0.162 -2.637 -5.686
C 0.604 -1.354 -5.430
C 0.388 -0.755 -4.198
C 0.819 0.697 -4.049
C -0.177 1.608 -4.779
C 2.233 0.944 -4.594
C -1.599 -3.722 -2.545
C -0.917 -5.082 -2.316
C -2.090 -3.225 -1.200
H -1.891 4.578 -2.887
H -1.328 2.966 -2.485
H -0.318 4.357 -2.109
H -2.053 5.266 -0.671
H -3.653 2.686 -0.859
H -4.036 4.234 -1.602
H -3.988 4.097 0.157
H -2.107 5.493 1.369
H -0.632 5.580 3.337
H 1.313 4.038 3.415
H 1.972 1.285 1.133
H 3.015 2.424 3.712
H 3.006 0.759 3.145
H 1.537 1.475 3.811
H 3.302 3.902 1.916
H 2.917 3.470 0.251
H 4.106 2.512 1.165
H -2.220 1.671 -0.615
H -2.220 0.093 -2.372
H -0.906 -4.300 -4.914
H 0.320 -3.095 -6.655
H 1.113 -0.799 -6.211
H 0.807 0.960 -2.992
H -0.202 1.358 -5.845
H 0.109 2.661 -4.681
H -1.192 1.487 -4.388
H 2.237 0.972 -5.689
H 2.928 0.162 -4.277
H 2.612 1.910 -4.245
H -2.487 -3.911 -3.153
H -0.141 -4.996 -1.547
H -0.450 -5.483 -3.216
H -1.653 -5.810 -1.964
H -2.741 -2.352 -1.283
H -1.263 -2.973 -0.561
H -2.650 -4.020 -0.698
C -3.994 -1.083 0.556
C -3.135 -1.908 1.485
C -3.721 -2.767 2.405
C -2.886 -3.548 3.204
C -1.517 -3.441 3.089
C -0.976 -2.524 2.160
N -1.806 -1.788 1.376
N 0.345 -2.279 1.960
Si 1.667 -2.890 2.901
C 3.226 -1.986 2.358
C 1.860 -4.739 2.702
C 1.399 -2.459 4.704
H -4.528 -1.727 -0.148
H -3.375 -0.391 -0.014
H -4.751 -0.524 1.115
H -4.800 -2.851 2.464
H -3.317 -4.253 3.908
H -0.853 -4.061 3.684
H 3.776 -1.598 3.224
H 3.906 -2.641 1.801
H 2.975 -1.138 1.717
H 1.382 -5.063 1.769
H 1.397 -5.294 3.529
H 2.919 -5.027 2.661
H 1.632 -1.399 4.879
H 2.059 -3.050 5.354
H 0.366 -2.643 5.025
O 6.319 -0.504 -2.341
C 5.051 -0.477 -1.909
C 4.328 0.694 -1.716
C 3.033 0.596 -1.258
N 2.443 -0.567 -0.968
C 3.145 -1.669 -1.203
Br 2.216 -3.284 -0.909
C 4.439 -1.699 -1.662
H 6.639 0.387 -2.506
H 4.758 1.664 -1.937
H 2.418 1.477 -1.112
H 4.965 -2.631 -1.834
N -3.203 3.086 3.182
C -1.927 2.350 3.532
C -1.872 1.043 2.767
N -0.556 0.466 2.749
H -3.248 3.995 3.628
H -4.027 2.554 3.443
H -3.225 3.238 2.174
H -1.886 2.208 4.610
H -1.124 3.003 3.218
H -2.142 1.259 1.720
H -2.602 0.321 3.150
H -0.251 -0.005 3.590
H 0.129 1.150 2.464
```

The max |F| is 0.7 eV Å⁻¹. As for the spin multiplicity: 6. The lowest unoccupied orbital energy (alpha / beta) is -2.65 / -2.76 eV. The expectation value of S² is 8.778. For the relative energy (zero: lowest compared OMol25 entry of this formula, charge and spin), the calculation gives 36.1 kcal per mole. For the total energy, the calculation gives -137566.996 eV. The charge is +1. For the HOMO energy (alpha / beta), the calculation gives -8.634 / -9.523 eV. As for the HOMO-LUMO gap (alpha / beta): 5.981 / 6.765 eV.

---

# 2
Entry from the Open Molecules 2025 dataset: a 4-piece molecular cluster, C42H64ClIO16S4 overall (the ωB97M-V functional and the def2-TZVPD basis).

```
128
C42H64ClIO16S4 the ωB97M-V functional and the def2-TZVPD basis
C -2.085 1.482 2.559
C -1.371 0.132 3.008
C -2.308 -1.067 2.574
C -2.725 -0.893 1.063
C -4.113 -0.483 0.714
O -4.949 -0.241 1.795
C -6.162 -1.026 1.781
C -6.027 -2.452 1.163
O -5.017 -3.247 1.801
C -4.632 -4.281 0.877
C -5.734 -5.363 0.588
C -4.453 -0.325 -0.700
C -5.877 0.140 -1.132
C -6.057 1.647 -0.585
C -5.831 2.618 -1.822
C -7.157 3.369 -2.188
O -7.852 2.902 -3.061
O -7.560 4.571 -1.597
C -8.408 4.363 -0.453
C -9.959 4.452 -0.804
C -3.413 -0.592 -1.730
I -3.823 -0.387 -3.857
C -2.057 -0.992 -1.384
C -1.702 -1.142 0.060
C -0.218 -1.528 0.406
O 0.085 -2.320 1.266
C 0.844 -0.820 -0.503
C 0.495 -0.686 -1.944
C 1.413 -0.034 -2.853
C 2.725 0.474 -2.383
C 3.674 1.118 -3.428
C 3.216 2.713 -3.619
C 2.038 2.932 -4.706
O 1.863 3.033 -3.166
C 3.033 0.328 -0.965
S 4.651 0.947 -0.375
C 2.110 -0.298 0.024
C 2.491 -0.381 1.528
C 3.609 -1.445 1.871
C 4.810 -0.812 2.692
Cl 4.219 -0.081 4.269
C -0.903 -1.249 -2.385
O -0.984 -1.864 -3.421
H -1.784 1.716 1.506
H -3.202 1.337 2.630
H -1.833 2.343 3.229
H -1.192 0.065 4.110
H -0.379 0.094 2.490
H -1.830 -2.078 2.676
H -3.230 -1.086 3.213
H -6.507 -1.159 2.848
H -6.966 -0.401 1.293
H -7.013 -2.978 1.367
H -5.941 -2.445 0.036
H -3.755 -4.809 1.353
H -4.245 -3.808 -0.073
H -5.416 -5.905 -0.351
H -6.755 -4.956 0.377
H -5.843 -6.121 1.412
H -6.663 -0.523 -0.671
H -6.059 0.114 -2.232
H -5.296 1.871 0.212
H -7.083 1.683 -0.144
H -5.447 2.098 -2.741
H -5.008 3.337 -1.534
H -8.273 3.373 0.056
H -8.198 5.143 0.334
H -10.284 5.498 -1.027
H -10.485 4.088 0.128
H -10.163 3.729 -1.633
H 1.173 0.108 -3.934
H 4.744 1.141 -3.112
H 3.516 0.670 -4.444
H 4.040 3.515 -3.562
H 1.696 3.965 -4.931
H 1.573 2.003 -5.122
H 4.546 2.318 -0.431
H 2.919 0.629 1.803
H 1.588 -0.492 2.191
H 4.074 -1.891 0.950
H 3.190 -2.243 2.548
H 5.360 -0.048 2.083
H 5.569 -1.584 2.984
C 9.619 -2.204 -1.496
C 9.472 -1.150 -2.576
O 8.859 -1.682 -3.758
S 7.268 -1.889 -3.764
C 7.086 -2.131 -5.505
O 6.638 -0.652 -3.400
O 6.956 -3.116 -3.097
H 8.643 -2.508 -1.111
H 10.208 -1.820 -0.662
H 10.102 -3.097 -1.890
H 8.915 -0.283 -2.211
H 10.461 -0.796 -2.870
H 7.379 -1.218 -6.020
H 6.039 -2.354 -5.702
H 7.711 -2.968 -5.810
C -8.131 9.998 4.307
C -7.348 8.894 3.621
O -7.398 7.669 4.362
S -8.725 6.770 4.261
C -8.050 5.304 4.980
O -9.012 6.519 2.878
O -9.715 7.302 5.149
H -9.201 9.786 4.294
H -7.968 10.953 3.805
H -7.832 10.090 5.353
H -7.697 8.740 2.597
H -6.297 9.181 3.563
H -7.256 4.930 4.337
H -8.852 4.571 5.054
H -7.669 5.543 5.971
C 13.912 -7.575 -0.969
C 12.437 -7.493 -1.311
O 11.640 -7.208 -0.155
S 11.585 -5.694 0.378
C 10.204 -5.894 1.461
O 11.205 -4.833 -0.704
O 12.752 -5.437 1.168
H 14.303 -6.598 -0.679
H 14.486 -7.928 -1.828
H 14.077 -8.252 -0.128
H 12.253 -6.757 -2.097
H 12.101 -8.459 -1.689
H 9.327 -6.147 0.869
H 10.048 -4.949 1.979
H 10.430 -6.680 2.178
```

The max |F| is 4.4 eV Å⁻¹. As for the spin multiplicity: 1. The lowest unoccupied orbital energy is -0.63 eV. For the relative energy (zero: lowest compared OMol25 entry of this formula, charge and spin), the calculation gives 0.0 kcal per mole. For the total energy, the calculation gives -141307.957 eV. The charge is 0. For the HOMO energy, the calculation gives -8.725 eV. As for the HOMO-LUMO gap: 8.091 eV.